{"formula": "C3H9NO", "method": "ωB97M-V/def2-TZVPD", "smiles": "C=C(C)N.O", "homo_ev": -7.42, "orbital_gap_ev": 8.395, "species": ["O", "N", "C", "C", "C", "H", "H", "H", "H", "H", "H", "H", "H", "H"], "xyz": [[3.354, -0.472, -0.286], [-1.433, -0.521, 1.227], [-0.994, 0.089, 0.082], [0.151, -0.209, -0.561], [-1.828, 1.252, -0.349], [-1.182, -1.480, 1.419], [0.463, -1.241, -0.686], [-2.429, -0.410, 1.374], [3.673, -1.103, -0.936], [-2.722, 0.902, -0.866], [-1.377, 1.921, -1.086], [3.949, 0.278, -0.399], [0.837, 0.541, -0.921], [-1.997, 1.955, 0.479]], "forces_ev_per_a": [[0.3, 0.2, -0.1], [-1.6, -0.9, 0.2], [1.3, 1.0, -0.9], [-0.2, -0.9, -0.1], [0.5, 1.5, 0.4], [0.5, 0.1, -0.2], [0.5, 0.0, 0.9], [0.0, 0.0, 0.1], [-0.1, -0.2, 0.0], [-0.3, 0.0, 0.5], [0.6, -0.5, -0.1], [-0.1, 0.0, 0.1], [-0.6, 0.2, -0.9], [-0.8, -0.4, 0.1]]}



{"formula": "C31H40AsAuN2O2PSSi", "method": "ωB97M-V/def2-TZVPD", "total_charge": 1, "multiplicity": 3, "homo_ev": [-9.63, -10.21], "orbital_gap_ev": [7.653, 5.758], "species": ["Au", "As", "S", "P", "Si", "O", "O", "N", "N", "C", "C", "C", "C", "C", "C", "C", "C", "C", "C", "C", "C", "C", "C", "C", "C", "C", "C", "C", "C", "C", "C", "C", "C", "C", "C", "C", "C", "C", "C", "C", "H", "H", "H", "H", "H", "H", "H", "H", "H", "H", "H", "H", "H", "H", "H", "H", "H", "H", "H", "H", "H", "H", "H", "H", "H", "H", "H", "H", "H", "H", "H", "H", "H", "H", "H", "H", "H", "H", "H", "H"], "xyz": [[0.335, 0.254, -0.408], [1.643, -1.816, -0.781], [-1.718, -2.318, 0.192], [0.279, 0.605, 1.966], [-0.772, 0.888, -3.672], [-2.670, 2.748, 1.084], [-1.233, 1.764, -0.303], [0.620, 1.064, -2.530], [-4.274, -2.770, 0.660], [-2.459, -2.127, 4.409], [3.804, 2.771, -1.942], [-2.946, -0.927, 3.914], [3.078, 1.028, 4.901], [-5.584, -2.498, 0.884], [-1.575, 2.288, 0.836], [1.869, 0.910, 4.237], [-5.076, -0.191, 0.665], [1.795, -2.962, 0.767], [-0.489, 2.255, 1.936], [-3.309, -1.834, 0.439], [-1.993, -0.240, -2.858], [1.691, 1.833, -2.742], [-0.784, -0.429, 2.986], [-6.022, -1.214, 0.894], [-3.762, -0.488, 0.448], [1.846, 0.713, 2.856], [2.701, 1.980, -1.740], [4.272, 0.945, 4.194], [-0.296, -1.631, 3.496], [3.487, -1.546, -1.311], [-2.113, -0.073, 3.204], [-1.528, 2.565, -3.940], [-1.130, -2.475, 4.207], [4.258, 0.745, 2.822], [3.004, 3.340, -4.152], [3.969, 3.454, -3.149], [-0.156, 0.059, -5.234], [3.046, 0.629, 2.157], [1.893, 2.557, -3.961], [0.979, -2.978, -2.175], [0.940, 0.964, 4.792], [-2.441, 2.465, -4.531], [-3.112, -2.787, 4.966], [3.519, -0.955, -2.225], [-0.877, 3.274, -4.452], [0.328, -0.892, -4.998], [2.277, -2.405, 1.571], [0.948, -2.424, -3.111], [0.295, 2.958, 1.646], [1.153, 2.488, -4.743], [-3.977, -0.646, 4.086], [-1.798, 2.981, -2.967], [4.545, 2.869, -1.161], [3.959, -2.513, -1.484], [-2.824, -0.414, -3.548], [1.639, -3.839, -2.278], [-7.064, -0.996, 1.070], [0.742, -1.905, 3.344], [5.215, 1.033, 4.717], [2.572, 1.465, -0.798], [-0.744, -3.404, 4.605], [-0.025, -3.304, -1.908], [4.031, -1.019, -0.528], [2.393, -3.837, 0.518], [-2.392, 0.220, -1.956], [3.027, 0.468, 1.084], [-5.393, 0.844, 0.665], [0.542, 0.649, -5.825], [-1.567, -1.211, -2.595], [3.092, 1.183, 5.971], [4.840, 4.076, -3.305], [0.800, -3.268, 1.087], [-0.905, 2.549, 2.898], [5.190, 0.677, 2.275], [-2.509, 0.867, 2.839], [3.130, 3.876, -5.083], [-6.224, -3.353, 1.046], [-3.955, -3.730, 0.648], [-3.031, 0.290, 0.280], [-1.017, -0.167, -5.869]], "forces_ev_per_a": [[0.0, -0.1, 0.0], [0.1, 0.0, 0.0], [0.1, -0.2, 0.0], [0.0, 0.0, 0.0], [0.1, -0.1, 0.0], [0.0, 0.1, 0.0], [0.0, 0.1, 0.0], [0.1, 0.0, 0.0], [0.1, 0.0, 0.0], [0.0, 0.0, 0.0], [0.0, 0.0, 0.0], [0.0, 0.0, 0.0], [0.0, 0.0, 0.0], [0.0, 0.0, 0.0], [0.1, -0.3, 0.1], [0.0, 0.0, 0.0], [-0.1, 0.0, 0.0], [0.0, 0.0, 0.0], [-0.1, 0.0, -0.1], [-0.1, 0.2, 0.0], [0.0, 0.0, -0.1], [0.0, 0.0, -0.1], [-0.1, 0.1, 0.0], [0.0, 0.0, 0.0], [0.1, -0.1, 0.0], [0.0, 0.0, 0.0], [0.0, 0.0, 0.0], [0.0, 0.0, 0.0], [0.0, 0.0, 0.0], [0.0, 0.0, 0.0], [0.0, 0.0, 0.1], [0.0, 0.0, 0.0], [0.1, 0.0, 0.0], [0.0, 0.0, 0.0], [0.0, 0.0, 0.0], [0.0, 0.0, 0.0], [0.0, 0.0, 0.0], [0.0, 0.0, 0.0], [0.0, 0.0, 0.0], [0.0, 0.0, 0.0], [0.0, 0.0, 0.0], [0.0, 0.0, 0.0], [0.0, 0.0, 0.0], [0.0, 0.0, 0.0], [0.0, 0.0, 0.0], [0.0, 0.0, 0.0], [0.0, 0.0, 0.0], [0.0, 0.0, 0.0], [0.0, 0.0, 0.0], [0.0, 0.0, 0.0], [0.0, 0.0, 0.0], [0.0, 0.0, 0.0], [0.0, 0.0, 0.0], [0.0, 0.0, 0.0], [0.0, 0.0, 0.0], [0.0, 0.0, 0.0], [0.0, 0.0, 0.0], [0.0, 0.0, 0.0], [0.0, 0.0, 0.0], [0.0, 0.0, 0.0], [0.0, 0.0, 0.0], [0.0, 0.0, 0.0], [0.0, 0.0, 0.0], [0.0, 0.0, 0.0], [0.0, 0.0, 0.1], [0.0, 0.0, 0.0], [0.0, 0.0, 0.0], [0.0, 0.0, 0.0], [0.0, 0.0, 0.0], [0.0, 0.0, 0.0], [0.0, 0.0, 0.0], [0.0, 0.0, 0.0], [0.0, 0.0, 0.0], [0.0, 0.0, 0.0], [0.0, 0.0, 0.0], [0.0, 0.0, 0.0], [0.0, 0.0, 0.0], [0.0, 0.0, 0.0], [-0.1, 0.0, -0.1], [0.0, 0.0, 0.0]]}



{"formula": "C48H38ClN3O3P2RuS", "method": "ωB97M-V/def2-TZVPD", "total_charge": 2, "multiplicity": 5, "homo_ev": [-12.71, -13.05], "orbital_gap_ev": [6.854, 5.139], "species": ["Ru", "Cl", "S", "P", "P", "O", "O", "O", "N", "N", "N", "C", "C", "C", "C", "C", "C", "C", "C", "C", "C", "C", "C", "C", "C", "C", "C", "C", "C", "C", "C", "C", "C", "C", "C", "C", "C", "C", "C", "C", "C", "C", "C", "C", "C", "C", "C", "C", "C", "C", "C", "C", "C", "C", "C", "C", "C", "C", "C", "H", "H", "H", "H", "H", "H", "H", "H", "H", "H", "H", "H", "H", "H", "H", "H", "H", "H", "H", "H", "H", "H", "H", "H", "H", "H", "H", "H", "H", "H", "H", "H", "H", "H", "H", "H", "H", "H"], "xyz": [[-0.602, 0.221, 0.443], [6.424, 2.088, -0.047], [1.977, -3.563, -0.346], [-1.634, -1.804, 0.894], [0.093, -0.649, 2.508], [1.211, -0.260, -0.797], [1.308, -10.158, 1.078], [0.990, -10.089, -1.115], [-0.819, -2.073, 2.363], [-2.235, 1.299, -0.424], [0.159, 2.200, 0.322], [-3.266, 3.482, -0.161], [-1.946, 5.262, 0.799], [2.255, -2.402, 2.798], [-3.135, 4.816, 0.292], [1.221, -5.851, 0.903], [-1.871, -5.544, -0.726], [-1.534, -3.219, -0.206], [-4.396, -2.203, 0.523], [-5.070, -0.570, 2.670], [3.605, -2.683, 2.957], [-1.187, -2.990, 3.442], [-1.067, -2.999, -1.501], [-6.068, -1.130, 1.881], [3.748, 2.188, 0.001], [-3.740, -0.821, 2.382], [0.068, -0.061, 5.227], [-1.316, 1.329, 3.821], [1.231, -9.511, -0.098], [2.272, -6.098, -1.265], [1.060, -7.218, 0.980], [2.079, -7.458, -1.202], [4.092, -0.328, 3.028], [1.822, -1.082, 2.760], [-5.729, -1.945, 0.811], [-2.156, 2.622, -0.073], [-1.266, 1.687, 6.193], [4.881, 1.419, -0.295], [-1.412, -5.318, -2.020], [-0.362, 0.643, 6.339], [-4.498, 1.649, -1.111], [-1.022, -4.047, -2.411], [-1.948, -4.496, 0.175], [1.478, -8.027, -0.078], [2.477, 1.671, -0.129], [2.317, 0.314, -0.642], [2.746, -0.045, 2.881], [1.835, -5.258, -0.218], [1.359, 2.578, 0.093], [4.522, -1.650, 3.066], [-0.415, 0.274, 3.961], [-4.460, 2.952, -0.703], [-0.911, 3.127, 0.390], [-3.390, -1.641, 1.307], [4.755, 0.120, -0.823], [3.514, -0.400, -1.020], [-0.819, 4.418, 0.842], [-3.362, 0.844, -0.935], [-1.740, 2.034, 4.935], [-2.436, 2.855, 4.825], [5.573, -1.872, 3.190], [-1.596, 2.237, 7.064], [1.664, -9.592, 1.773], [-5.331, 3.588, -0.793], [-5.389, 1.214, -1.541], [-3.386, -0.205, -1.200], [-5.330, 0.056, 3.513], [0.113, 4.795, 1.242], [2.742, -5.643, -2.126], [-0.727, -2.012, -1.795], [1.589, 3.641, 0.014], [-2.181, -6.536, -0.428], [-1.857, 6.276, 1.162], [-2.969, -0.382, 3.010], [-4.149, -2.843, -0.314], [2.409, 0.987, 2.878], [-0.664, -3.871, -3.416], [0.563, -7.653, 1.839], [0.795, -0.857, 5.339], [-3.990, 5.475, 0.238], [4.807, 0.478, 3.130], [-6.503, -2.392, 0.203], [-1.269, -4.007, 3.057], [-2.347, -4.672, 1.167], [-0.407, -2.983, 4.203], [3.897, 3.207, 0.334], [0.860, -5.210, 1.694], [0.012, 0.383, 7.320], [-2.132, -2.707, 3.905], [-7.108, -0.939, 2.107], [1.546, -3.208, 2.677], [2.378, -8.105, -2.016], [-1.683, 1.600, 2.835], [3.940, -3.711, 2.990], [3.363, -1.391, -1.425], [-1.363, -6.139, -2.722], [5.646, -0.437, -1.074]], "forces_ev_per_a": [[-0.2, 0.2, 0.0], [-0.1, -0.1, 0.0], [0.0, 0.0, 0.0], [0.0, 0.1, -0.1], [0.1, -0.2, -0.4], [0.1, 0.0, 0.1], [-0.1, 0.0, 0.0], [-0.1, 0.0, 0.0], [0.0, 0.1, 0.1], [0.0, -0.1, -0.1], [0.2, -0.2, 0.0], [0.1, -0.1, 0.0], [-0.1, 0.0, 0.0], [0.0, 0.0, 0.0], [0.0, 0.0, 0.0], [0.0, 0.1, 0.0], [0.0, 0.0, 0.0], [0.0, 0.1, 0.0], [0.0, 0.0, 0.0], [0.0, 0.0, 0.0], [0.0, 0.0, 0.0], [0.1, 0.0, 0.0], [0.0, 0.0, 0.0], [0.0, 0.0, 0.0], [-0.1, 0.0, 0.0], [0.1, 0.0, 0.1], [0.0, 0.0, 0.0], [0.1, 0.0, 0.0], [0.2, 0.0, -0.1], [0.0, 0.1, 0.0], [0.0, 0.0, 0.0], [0.0, 0.0, 0.0], [0.0, 0.0, 0.0], [-0.1, -0.1, 0.1], [-0.1, 0.0, 0.0], [0.0, 0.2, 0.1], [0.0, 0.0, 0.0], [0.1, 0.1, 0.0], [0.0, 0.0, 0.0], [0.0, 0.0, 0.0], [0.0, 0.0, 0.0], [0.1, 0.0, 0.0], [0.0, 0.0, 0.0], [0.0, 0.0, 0.0], [0.2, 0.1, 0.0], [-0.2, -0.1, 0.0], [0.0, 0.1, 0.0], [-0.1, -0.1, -0.1], [-0.1, 0.0, 0.1], [0.0, 0.0, 0.0], [0.1, 0.0, 0.1], [0.0, -0.1, 0.0], [-0.2, 0.2, 0.0], [0.0, 0.0, 0.0], [-0.1, -0.1, 0.0], [0.1, 0.0, 0.0], [0.0, -0.2, -0.1], [0.0, 0.0, 0.0], [0.0, 0.0, 0.0], [0.0, 0.0, 0.0], [0.0, 0.0, 0.0], [0.0, 0.0, 0.0], [0.0, 0.0, 0.0], [0.0, 0.0, 0.0], [0.0, 0.0, 0.0], [0.0, 0.0, 0.0], [0.0, 0.0, 0.0], [0.0, 0.0, 0.0], [0.0, 0.0, 0.0], [0.0, 0.0, 0.0], [0.0, 0.0, 0.0], [0.0, 0.0, 0.0], [0.0, 0.0, 0.0], [-0.1, -0.1, -0.1], [0.0, 0.0, 0.0], [0.0, 0.0, 0.0], [0.0, 0.0, 0.0], [0.0, 0.0, 0.0], [0.0, 0.0, 0.0], [0.0, 0.0, 0.0], [0.0, 0.0, 0.0], [0.0, 0.0, 0.0], [0.0, 0.0, 0.0], [0.0, 0.0, 0.0], [0.0, 0.0, 0.0], [0.0, 0.0, 0.0], [0.0, 0.0, 0.1], [0.0, 0.0, 0.0], [0.0, 0.0, 0.0], [0.0, 0.0, 0.0], [0.0, 0.0, 0.0], [0.0, 0.0, 0.0], [0.0, 0.0, 0.0], [0.0, 0.0, 0.0], [0.1, 0.0, 0.0], [0.0, 0.0, 0.0], [0.0, 0.0, 0.0]]}



{"formula": "C33H41HgN8OSSi", "method": "ωB97M-V/def2-TZVPD", "multiplicity": 2, "homo_ev": [-5.05, -7.58], "orbital_gap_ev": [5.298, 7.820], "species": ["Hg", "S", "Si", "O", "N", "N", "N", "N", "N", "N", "N", "N", "C", "C", "C", "C", "C", "C", "C", "C", "C", "C", "C", "C", "C", "C", "C", "C", "C", "C", "C", "C", "C", "C", "C", "C", "C", "C", "C", "C", "C", "C", "C", "C", "C", "H", "H", "H", "H", "H", "H", "H", "H", "H", "H", "H", "H", "H", "H", "H", "H", "H", "H", "H", "H", "H", "H", "H", "H", "H", "H", "H", "H", "H", "H", "H", "H", "H", "H", "H", "H", "H", "H", "H", "H", "H"], "xyz": [[-0.036, -0.019, 1.541], [0.437, 2.171, -2.542], [-2.455, -1.715, 3.223], [2.601, -1.942, -0.098], [2.175, -5.375, -0.004], [-1.983, 0.831, -0.282], [-1.359, -1.759, -0.574], [1.133, 1.371, 0.398], [2.106, -4.138, -0.658], [1.841, 0.830, -0.674], [0.116, 2.351, 2.727], [2.236, 0.261, -2.819], [-1.395, -3.853, -1.726], [2.259, -4.095, -2.066], [-2.406, -1.925, -2.704], [-2.680, -3.215, 4.341], [-2.053, -1.200, -1.565], [2.426, -5.086, 1.329], [2.464, -3.116, 0.219], [0.813, 4.857, 3.699], [1.062, -6.268, -0.316], [1.530, 1.047, -1.968], [1.345, 4.412, 2.521], [-3.050, 2.859, -0.956], [-0.081, 4.042, 4.415], [-2.935, -0.179, 4.189], [3.055, -5.064, -4.113], [2.936, -5.112, -2.732], [-2.271, 2.112, -0.085], [2.405, -6.177, 2.341], [-0.375, 2.808, 3.876], [-1.050, -3.046, -0.655], [-3.551, 2.232, -2.081], [2.640, -3.767, 1.500], [-0.670, -1.639, 2.704], [-3.659, -1.868, 1.795], [0.990, 3.129, 2.011], [-2.445, 0.231, -1.378], [2.563, 3.328, 0.016], [-3.247, 0.899, -2.296], [-2.076, -3.266, -2.780], [1.862, -2.984, -4.151], [1.719, -3.028, -2.773], [1.526, 2.596, 0.809], [2.520, -4.001, -4.827], [2.801, -5.808, 3.283], [-3.714, -3.306, 4.680], [-3.934, -0.290, 4.617], [-1.053, 2.138, 4.396], [-1.848, 2.561, 0.804], [2.886, -0.434, -2.489], [-4.679, -1.887, 2.187], [-0.487, -3.449, 0.183], [3.580, -5.857, -4.629], [2.042, 5.040, 1.988], [3.374, -5.925, -2.168], [0.111, -5.870, 0.053], [3.554, 2.894, 0.183], [2.299, -0.048, -0.451], [-2.346, -3.844, -3.655], [1.436, -2.150, -4.694], [1.088, 5.834, 4.076], [-0.520, 4.355, 5.351], [2.617, -3.966, -5.904], [1.005, -6.400, -1.394], [-3.569, -1.018, 1.115], [2.102, 0.401, -3.802], [-3.246, 3.902, -0.750], [-0.406, -2.544, 2.148], [3.006, -7.026, 2.015], [-3.507, -2.780, 1.213], [-0.058, -1.646, 3.613], [1.387, -6.529, 2.517], [-2.950, 0.695, 3.533], [-2.042, -3.147, 5.225], [-1.122, -4.900, -1.742], [2.346, 3.275, -1.051], [-3.629, 0.401, -3.175], [-2.240, 0.022, 5.008], [-2.420, -4.137, 3.814], [1.255, -7.237, 0.139], [2.605, 4.379, 0.282], [1.195, -2.242, -2.249], [2.915, -3.256, 2.406], [-2.928, -1.456, -3.524], [-4.167, 2.771, -2.790]], "forces_ev_per_a": [[0.1, 0.2, 0.1], [0.0, 0.0, 0.0], [-0.1, 0.0, 0.0], [0.1, 0.0, -0.2], [0.0, 0.0, 0.0], [0.0, 0.1, 0.1], [0.0, 0.0, 0.0], [-0.1, -0.1, 0.1], [0.0, 0.0, 0.0], [-0.1, -0.1, -0.1], [-0.1, -0.2, -0.2], [0.0, -0.1, 0.0], [0.0, 0.0, 0.0], [0.0, 0.0, 0.0], [0.0, 0.0, 0.0], [0.0, 0.0, 0.0], [0.0, 0.0, 0.0], [0.0, 0.0, 0.0], [-0.1, 0.1, 0.1], [0.0, 0.0, 0.0], [0.0, 0.0, 0.0], [-0.1, -0.1, 0.0], [0.0, 0.0, 0.0], [0.0, 0.0, 0.0], [0.0, 0.0, 0.0], [0.0, 0.0, 0.0], [0.0, 0.0, 0.0], [0.0, 0.0, 0.0], [0.0, -0.1, -0.1], [0.0, 0.0, 0.0], [0.0, -0.1, -0.1], [0.0, 0.0, 0.0], [0.0, 0.0, 0.0], [0.0, 0.0, 0.0], [0.1, 0.0, 0.0], [0.0, 0.0, 0.0], [0.0, -0.1, 0.0], [0.1, 0.0, 0.0], [0.0, 0.1, 0.0], [0.0, 0.0, 0.0], [0.0, 0.0, 0.0], [0.0, 0.0, 0.0], [0.0, 0.0, 0.0], [0.0, 0.1, 0.1], [0.0, 0.0, 0.0], [0.0, 0.0, 0.0], [0.0, 0.0, 0.0], [0.0, 0.0, 0.0], [0.0, 0.0, 0.0], [0.1, 0.1, 0.1], [0.0, 0.0, 0.0], [0.0, 0.0, 0.0], [0.0, 0.0, 0.0], [0.0, 0.0, 0.0], [0.0, 0.0, 0.0], [0.0, 0.0, 0.0], [0.0, 0.0, 0.0], [0.0, 0.0, 0.0], [0.1, 0.0, 0.0], [0.0, 0.0, 0.0], [0.0, 0.0, 0.0], [0.0, 0.0, 0.0], [0.0, 0.0, 0.0], [0.0, 0.0, 0.0], [0.0, 0.0, 0.0], [0.0, 0.0, 0.0], [0.0, 0.0, 0.0], [0.0, 0.0, 0.0], [0.0, 0.0, 0.0], [0.0, 0.0, 0.0], [0.0, 0.0, 0.0], [0.0, 0.0, 0.0], [0.0, 0.0, 0.0], [0.0, 0.0, 0.0], [0.0, 0.0, 0.0], [0.0, 0.0, 0.0], [0.0, 0.0, 0.1], [0.0, 0.0, 0.0], [0.0, 0.0, 0.0], [0.0, 0.0, 0.0], [0.0, 0.0, 0.0], [0.0, 0.0, 0.0], [0.0, 0.0, 0.0], [0.0, 0.0, 0.0], [0.0, 0.0, 0.0], [0.0, 0.0, 0.0]]}



Quick rundown of E_tot, same order as above: -6793.202, -132400.343, -105511.034, -71742.649 eV